(1)
C4H10NO | ωB97M-V/def2-TZVPD

Its LUMO energy is -5.05 eV. The net charge is +1. As for the orbital gap: 11.113 eV. The energy above the lowest of the compared OMol25 structures with the same formula, charge and spin comes out at 98.7 kcal per mole. The value obtained for the HOMO energy is -16.164 eV. Its total energy is -7837.0369 eV. The calculation puts the maximum force at 4.96 eV/A.

Last column: Mulliken charge in e.
CARTESIAN COORDINATES (ANGSTROEM)
C: 0.8737 -0.4959 -0.5103  0.224
C: 1.2997 -1.6114 0.4653  -1.116
C: -0.1317 1.7485 -0.5510  -0.819
C: -1.4356 -0.0498 0.4920  -0.777
N: -0.2836 0.3956 -0.2226  0.328
O: -0.0481 -0.6631 -1.4138  -0.336
H: 1.7542 0.1630 -0.8319  0.378
H: 2.3629 -1.7984 0.4242  0.345
H: 0.7703 -2.6036 0.3228  0.314
H: 0.8908 -1.1970 1.4405  0.308
H: -0.6346 2.2661 0.2903  0.367
H: 0.8522 2.1338 -0.6888  0.320
H: -0.8024 1.9386 -1.3840  0.386
H: -1.5825 -1.0981 0.3294  0.332
H: -1.5256 0.2733 1.5647  0.376
H: -2.3597 0.5985 0.2732  0.369

Cartesian forces, eV/Å:
C 4.3 -0.1 2.5
C -2.4 0.2 0.5
C -2.4 2.1 0.0
C -3.1 1.8 1.7
N 1.9 -3.3 -1.2
O -3.0 1.6 -1.2
H -1.1 -0.8 0.5
H 0.2 0.3 0.3
H 0.4 1.3 -0.2
H 1.2 -0.8 -0.6
H 0.5 0.0 -0.3
H 0.7 -0.2 -0.2
H 0.2 0.3 -0.4
H -0.2 -0.3 0.1
H 1.6 -0.8 -0.5
H 1.2 -1.3 -1.1

=====

(2)
C4H10NO | ωB97M-V/def2-TZVPD

Its LUMO energy is -3.96 eV. The net charge is +1. As for the orbital gap: 8.183 eV. The energy above the lowest of the compared OMol25 structures with the same formula, charge and spin comes out at 111.6 kcal per mole. The value obtained for the HOMO energy is -12.147 eV. Its total energy is -7836.4792 eV. The calculation puts the maximum force at 5.39 eV/A.

Last column: Mulliken charge in e.
CARTESIAN COORDINATES (ANGSTROEM)
C: -1.0354 -1.6005 -0.1060  0.254
C: 0.0978 1.0256 -0.2622  -0.149
C: 0.2673 -2.1790 0.0898  -1.072
C: 1.5291 2.9282 -0.2962  -0.711
N: -1.9643 -1.7134 0.8112  -0.343
O: 1.1158 1.5817 0.0736  -0.174
H: -1.3641 -1.2496 -1.0900  0.432
H: -0.6815 1.6535 -0.8302  0.130
H: 0.2383 -3.1201 -0.3234  0.382
H: 0.6474 -2.1674 1.1733  0.388
H: 0.9038 -1.5890 -0.4516  0.311
H: 1.0337 3.5909 0.3092  0.386
H: 1.1072 3.3025 -1.2390  0.347
H: 2.7131 3.0283 -0.3397  0.253
H: -3.0408 -1.3991 0.8411  0.322
H: -1.5672 -2.0928 1.6402  0.243

Cartesian forces, eV/Å:
C -2.8 0.8 0.0
C -4.7 -2.3 -1.1
C 0.2 1.1 3.4
C 2.5 0.3 -2.2
N -1.7 1.0 -0.6
O 3.9 1.8 0.5
H 0.3 0.0 0.4
H 1.1 0.2 0.2
H 0.1 -2.5 -0.8
H -0.8 -0.2 -1.5
H 1.9 1.2 -1.4
H -0.5 1.4 2.5
H 0.2 -1.1 -0.5
H -2.8 -0.5 0.5
H 3.5 -0.9 -0.6
H -0.4 -0.3 1.2

=====

(3)
C4H10NO2 | ωB97M-V/def2-TZVPD

Its LUMO energy is 4.22 eV. The net charge is -1. As for the orbital gap: 7.423 eV. The energy above the lowest of the compared OMol25 structures with the same formula, charge and spin comes out at 67.2 kcal per mole. The value obtained for the HOMO energy is -3.207 eV. Its total energy is -9894.5306 eV. The calculation puts the maximum force at 3.47 eV/A.

Last column: Mulliken charge in e.
CARTESIAN COORDINATES (ANGSTROEM)
C: -0.8302 0.8584 -1.1717  -0.620
O: -2.0728 1.1836 -0.6680  -0.675
C: 0.2993 0.9133 -0.1493  0.038
C: -0.1732 -0.1151 1.0115  0.317
C: 0.2866 -1.5434 0.7030  -1.307
O: -1.5239 -0.1625 1.2956  -0.871
N: 1.6693 0.6758 -0.4807  -0.621
H: -0.9377 -0.2035 -1.5341  0.183
H: -0.6484 1.3398 -2.1604  0.336
H: 0.1338 1.8783 0.3438  0.236
H: 0.3434 0.1504 1.9600  0.193
H: 0.0438 -2.2560 1.5107  0.316
H: 1.3533 -1.7952 0.4918  0.322
H: -0.0280 -1.8928 -0.3024  0.246
H: -2.0803 0.4845 0.2079  0.415
H: 2.2919 0.3591 0.2429  0.275
H: 1.8732 0.1252 -1.3006  0.216

Cartesian forces, eV/Å:
C 0.1 -2.0 -2.4
O -0.1 0.1 0.8
C -2.0 -0.7 2.7
C -0.1 -0.5 0.4
C 1.4 -1.5 -1.2
O -0.1 0.3 -0.7
N 1.0 0.8 -1.5
H 0.6 0.1 0.3
H 0.3 0.6 0.6
H 0.5 0.3 -0.2
H 0.4 0.4 -0.2
H -0.5 0.4 -0.5
H 0.2 0.9 0.8
H -1.1 0.1 0.6
H 0.3 0.8 0.0
H -0.5 0.0 0.4
H -0.5 -0.1 -0.1

=====

(4)
C4H10NO2 | ωB97M-V/def2-TZVPD

Its LUMO energy is 4.40 eV. The net charge is -1. As for the orbital gap: 7.879 eV. The energy above the lowest of the compared OMol25 structures with the same formula, charge and spin comes out at 63.9 kcal per mole. The value obtained for the HOMO energy is -3.481 eV. Its total energy is -9894.6735 eV. The calculation puts the maximum force at 2.88 eV/A.

Last column: Mulliken charge in e.
CARTESIAN COORDINATES (ANGSTROEM)
O: 1.4584 0.2104 -0.7064  -0.832
C: 0.8050 -0.5179 0.1302  -0.013
C: -0.0266 -1.6867 -0.4578  -0.475
C: -0.9689 -1.1069 -1.4837  -1.028
H: 1.4801 -0.9078 0.9490  0.332
H: -0.6051 -2.0813 0.4004  0.250
H: 0.6562 -2.4241 -0.9077  0.348
H: -1.6894 -0.4958 -0.9329  0.242
H: -1.5212 -1.9230 -2.0024  0.361
H: -0.3601 -0.5882 -2.2301  0.222
N: 0.1109 2.1638 0.2669  -0.704
C: -0.0772 1.4082 1.4986  -0.291
O: -0.3712 0.0353 1.2039  -0.450
H: 0.5324 3.0968 0.4490  0.172
H: 0.6557 1.5731 -0.4077  0.349
H: 0.8273 1.4362 2.1433  0.259
H: -0.9063 1.8077 2.0874  0.257

Cartesian forces, eV/Å:
O -0.6 0.3 -0.1
C 0.9 -2.3 1.4
C 0.0 0.6 0.8
C -0.4 -1.1 -0.4
H -0.4 0.0 -0.2
H 0.4 -0.3 -0.5
H -0.2 0.1 0.3
H 0.2 0.3 -0.5
H 0.1 0.4 0.2
H -0.4 0.4 0.2
N -0.6 1.3 0.0
C 0.3 -1.3 -0.4
O 1.0 2.0 -1.2
H -0.2 -1.1 -0.2
H -0.1 0.8 0.7
H 0.0 0.0 0.0
H -0.2 0.1 0.1

=====

(5)
C4H10NO2 | ωB97M-V/def2-TZVPD

Its LUMO energy (alpha / beta) is 0.93 / -1.76 eV. The multiplicity is 2. As for the orbital gap (alpha / beta): 9.900 / 7.101 eV. The energy above the lowest of the compared OMol25 structures with the same formula, charge and spin comes out at 70.7 kcal per mole. The value obtained for the HOMO energy (alpha / beta) is -8.967 / -8.857 eV. Its total energy is -9890.6749 eV. The calculation puts the maximum force at 5.65 eV/A.

Last column: Mulliken charge in e.
CARTESIAN COORDINATES (ANGSTROEM)
C: 0.3455 -1.0020 1.3446  -1.175
C: -0.1319 0.3787 0.6305  -0.328
C: 1.2077 0.9011 -0.2096  -0.136
O: 1.4311 2.2230 0.0710  -0.547
N: -1.2863 0.1222 -0.2508  -0.334
C: -1.0741 -0.7626 -1.4365  -0.231
O: -1.4785 -1.9809 -1.2045  -0.381
H: 1.1521 -0.9739 2.1007  0.379
H: 0.6587 -1.7687 0.5522  0.284
H: -0.5894 -1.3909 1.6701  0.400
H: -0.3456 1.1792 1.2430  0.504
H: 1.9886 0.3307 0.2676  0.208
H: 1.2078 0.8307 -1.4260  0.174
H: 0.8701 2.8989 0.2432  0.286
H: -2.1678 -0.1480 0.3330  0.266
H: -1.6973 -0.2732 -2.2105  0.335
H: -0.0907 -0.5641 -1.7178  0.297

Cartesian forces, eV/Å:
C -0.1 0.6 -1.9
C 2.9 -3.5 -3.4
C -3.2 -0.1 -1.1
O 4.9 -1.2 -0.3
N -1.1 0.3 1.2
C -2.7 2.4 2.9
O 0.1 -1.8 -0.8
H -0.7 0.3 -0.2
H -0.2 1.3 0.8
H -0.5 -0.7 1.1
H -0.5 1.4 1.8
H 0.6 -0.1 -0.5
H -0.2 -0.5 2.9
H -3.6 2.1 0.5
H 2.2 0.4 -1.7
H -0.1 -0.4 -0.4
H 2.0 -0.5 -0.9

=====

(6)
C4H10NO2 | ωB97M-V/def2-TZVPD

Its LUMO energy is -3.80 eV. The net charge is +1. As for the orbital gap: 10.499 eV. The energy above the lowest of the compared OMol25 structures with the same formula, charge and spin comes out at 64.7 kcal per mole. The value obtained for the HOMO energy is -14.302 eV. Its total energy is -9886.7813 eV. The calculation puts the maximum force at 7.12 eV/A.

Last column: Mulliken charge in e.
CARTESIAN COORDINATES (ANGSTROEM)
C: -0.5312 -1.5260 -0.7063  -0.494
C: -0.6447 -0.2105 -1.2252  -0.599
C: -0.9482 0.7424 -0.1515  -0.787
C: -0.0081 0.9722 0.8901  0.595
O: 0.5124 2.2298 0.7248  -0.511
O: 0.3495 0.2317 1.7204  -0.510
N: 0.9939 -2.0648 -0.9007  -0.401
H: -0.7205 -1.4291 0.4121  0.358
H: -1.3246 -2.1914 -1.1750  0.363
H: -1.4482 -0.1917 -2.0625  0.303
H: 0.0798 0.1906 -1.9801  0.515
H: -1.9054 0.4842 0.4390  0.347
H: -1.3007 1.8647 -0.4138  0.317
H: 1.3955 2.4926 1.2961  0.393
H: 1.1258 -3.0413 -0.8133  0.333
H: 1.4194 -1.7503 -1.7312  0.335
H: 1.6198 -1.5352 -0.0701  0.442

Cartesian forces, eV/Å:
C 0.4 -3.5 1.4
C -1.3 3.2 -4.9
C -5.7 4.2 0.3
C 2.6 3.4 -0.6
O 3.0 1.0 1.6
O 1.0 -2.6 2.3
N -0.3 3.1 4.5
H 0.6 -1.0 -1.4
H 1.7 0.1 0.6
H 0.4 0.0 1.8
H 0.6 -0.5 1.2
H 1.2 -0.4 -1.0
H 1.0 -2.7 -0.5
H -3.4 -1.5 -1.6
H 0.0 -1.4 0.3
H 0.3 0.5 -1.6
H -2.1 -1.9 -2.5

=====

(7)
C4H10NO2 | ωB97M-V/def2-TZVPD

Its LUMO energy is -3.37 eV. The net charge is +1. As for the orbital gap: 10.319 eV. The energy above the lowest of the compared OMol25 structures with the same formula, charge and spin comes out at 96.2 kcal per mole. The value obtained for the HOMO energy is -13.692 eV. Its total energy is -9885.4145 eV. The calculation puts the maximum force at 6.68 eV/A.

Last column: Mulliken charge in e.
CARTESIAN COORDINATES (ANGSTROEM)
C: -0.0779 -2.3929 -1.4733  -0.802
C: -0.0189 -1.0994 -1.5193  0.550
C: -0.7780 -0.0894 -0.0907  -0.787
C: 0.0685 1.3838 1.5015  -0.502
N: 0.3685 0.6542 0.2684  0.011
O: 0.8973 -0.2950 -2.0827  -0.461
O: 1.2165 2.1130 1.9307  -0.484
H: 0.4946 -3.0656 -2.1040  0.273
H: -0.9361 -2.9391 -1.0392  0.269
H: -1.1552 -0.7431 0.7068  0.427
H: -1.6203 0.6419 -0.4790  0.389
H: -0.7079 2.0256 1.1409  0.465
H: -0.2581 0.8076 2.3915  0.323
H: 0.7214 1.3903 -0.4112  0.366
H: 0.9775 -0.0677 0.4465  0.291
H: 1.5436 -0.8391 -2.5859  0.335
H: 1.0691 3.0057 1.7853  0.335

Cartesian forces, eV/Å:
C -1.6 -2.5 -0.5
C -1.1 2.8 3.9
C -2.7 -1.2 -6.0
C 1.1 1.9 2.0
N -0.3 2.4 0.8
O 0.5 -0.2 -0.5
O -0.5 -3.4 -0.3
H 0.3 0.4 -0.2
H 0.7 0.7 0.3
H 0.5 0.2 -0.4
H 1.7 -1.7 0.8
H -0.8 0.7 0.5
H 0.1 -0.4 -1.2
H -0.3 -1.7 0.5
H 3.2 -1.5 0.3
H -0.5 0.5 0.2
H -0.3 2.9 -0.4

=====

(8)
C4H10NO3 | ωB97M-V/def2-TZVPD

Its LUMO energy is 3.48 eV. The net charge is -1. As for the orbital gap: 7.301 eV. The energy above the lowest of the compared OMol25 structures with the same formula, charge and spin comes out at 80.1 kcal per mole. The value obtained for the HOMO energy is -3.824 eV. Its total energy is -11941.9229 eV. The calculation puts the maximum force at 3.04 eV/A.

Last column: Mulliken charge in e.
CARTESIAN COORDINATES (ANGSTROEM)
O: -3.3606 -0.6162 1.1615  -0.541
C: -2.1503 -0.6903 1.2002  -0.073
C: -1.2441 -0.4205 -0.0786  0.359
C: 0.0079 0.2773 0.2962  -0.876
C: 0.9812 0.4207 -1.0170  -0.436
O: 2.2568 0.7172 -0.5955  -0.718
N: -2.1018 0.1883 -1.1195  -0.574
H: -1.6855 -1.0944 2.1015  0.409
H: -0.8574 -1.5415 -0.3931  0.115
H: 0.5558 -0.3802 0.9253  0.358
H: -0.1140 1.2321 0.8229  0.271
H: 0.9693 -0.5538 -1.5308  0.233
H: 0.7391 1.3101 -1.6211  0.284
H: -1.5944 0.9612 -1.5601  0.230
H: -3.0034 0.4651 -0.7430  0.257
H: 4.1836 -0.4635 0.6268  0.183
H: 2.8622 0.3282 0.2981  0.462
O: 3.5555 -0.1400 1.2263  -0.944

Cartesian forces, eV/Å:
O 0.4 0.4 0.2
C -0.2 -0.5 -2.1
C -1.8 -2.3 0.6
C 1.1 0.8 -2.2
C 0.8 0.6 2.9
O 0.1 0.9 -1.2
N 1.2 -0.2 0.2
H 0.6 0.1 0.3
H -1.2 2.3 0.5
H 0.7 -0.5 0.8
H -0.1 0.0 -0.3
H -0.6 0.1 -0.4
H -0.9 -0.6 -0.4
H -0.5 -0.3 0.3
H 0.3 0.0 0.0
H 1.7 -1.0 -1.0
H -0.3 -0.7 1.1
O -1.5 0.9 0.8

=====

(9)
C4H10NO3 | ωB97M-V/def2-TZVPD

Its LUMO energy is 3.71 eV. The net charge is -1. As for the orbital gap: 6.895 eV. The energy above the lowest of the compared OMol25 structures with the same formula, charge and spin comes out at 92.7 kcal per mole. The value obtained for the HOMO energy is -3.189 eV. Its total energy is -11941.3767 eV. The calculation puts the maximum force at 4.71 eV/A.

Last column: Mulliken charge in e.
CARTESIAN COORDINATES (ANGSTROEM)
C: -0.8123 -0.1659 0.2759  -0.350
O: -1.0809 -0.8733 1.3742  -0.885
C: 0.8043 -0.5853 -0.0145  -0.139
C: 1.3258 0.1903 -1.2858  -0.747
C: 1.6588 1.6163 -1.2358  -0.036
O: 1.7803 2.2671 -2.2713  -0.563
N: 0.8913 -2.0960 -0.2799  -0.808
H: -1.4307 -0.4174 -0.6317  0.203
H: -0.6045 0.9217 0.4249  0.178
H: 1.2952 -0.3006 0.8774  0.375
H: 2.0507 -0.5565 -1.8172  0.428
H: 0.6901 0.0615 -2.1925  0.297
H: 1.8231 2.0883 -0.2834  0.417
H: 0.3538 -2.2562 -1.2510  0.270
H: 0.1906 -2.4653 0.3344  0.365
H: -2.7030 -0.4568 3.0379  0.364
H: -3.1871 -0.0474 1.8602  0.350
O: -3.5214 0.0771 2.7922  -0.717

Cartesian forces, eV/Å:
C 3.8 -1.4 0.7
O -1.7 0.1 0.5
C -2.9 -0.2 -3.7
C 0.1 -3.7 -0.7
C 0.7 0.0 -2.3
O -0.1 -0.1 1.1
N -0.9 1.5 -2.7
H 0.4 0.5 0.1
H -1.0 0.4 -0.2
H 0.7 0.0 0.9
H 0.3 1.8 1.3
H -0.9 0.4 0.9
H 0.0 0.4 0.9
H 1.6 0.7 2.5
H -0.5 -0.2 1.0
H -1.1 0.8 0.5
H -0.8 0.6 0.4
O 2.2 -1.5 -1.1

=====

(10)
C4H10NO3 | ωB97M-V/def2-TZVPD

Its LUMO energy is 3.90 eV. The net charge is -1. As for the orbital gap: 7.829 eV. The energy above the lowest of the compared OMol25 structures with the same formula, charge and spin comes out at 23.8 kcal per mole. The value obtained for the HOMO energy is -3.930 eV. Its total energy is -11944.3644 eV. The calculation puts the maximum force at 1.30 eV/A.

Last column: Mulliken charge in e.
CARTESIAN COORDINATES (ANGSTROEM)
C: 0.9997 2.8314 -1.7747  -1.166
C: -0.0544 2.6208 -0.6960  -0.224
N: 0.4603 1.6946 0.2917  -0.505
C: -0.5486 0.9026 0.9779  -0.735
C: -0.7665 -0.5426 0.3826  0.647
O: 0.1064 -0.8365 -0.4784  -0.726
O: -1.6640 -1.2406 0.8663  -0.757
H: 0.6455 3.3872 -2.6441  0.347
H: 1.3249 1.8434 -2.0918  0.322
H: 1.8554 3.3461 -1.3329  0.275
H: -0.2574 3.5767 -0.1921  0.245
H: -1.0236 2.2824 -1.0893  0.368
H: 1.0597 1.0043 -0.1478  0.282
H: -1.4466 1.4896 1.1241  0.374
H: -0.1690 0.6605 1.9456  0.259
H: 1.1268 -4.0734 0.0741  0.347
H: 0.3461 -4.7139 1.1626  0.326
O: 1.1922 -4.7981 0.7131  -0.680

Cartesian forces, eV/Å:
C -0.2 -0.1 0.2
C -0.1 0.1 0.3
N 0.2 0.1 0.4
C 0.1 -0.4 -0.4
C 0.8 0.8 -0.7
O -0.2 -0.4 0.0
O -0.4 -0.2 0.2
H 0.0 0.1 0.1
H 0.1 -0.1 -0.3
H 0.0 0.0 -0.1
H -0.1 0.0 -0.1
H 0.1 -0.1 -0.4
H -0.1 -0.1 -0.3
H -0.4 -0.1 -0.1
H 0.2 0.0 1.1
H 0.2 0.0 0.1
H 0.0 0.0 0.2
O -0.2 0.2 -0.3

=====

> What is the maximum force in the fifth record?

5.65 eV/A

=====

> The highest maximum force belongs to which entry?

number 6